Entry 1:
A cluster of 2 separate species, C11H13F3N4O6S in total in a non-equilibrium geometry. Source: OMol25; level of theory: wB97M-V/def2-TZVPD.

CARTESIAN COORDINATES (ANGSTROEM)
O -2.09 2.04 2.40
S -2.78 1.39 1.31
O -3.33 0.06 1.42
C -4.18 2.54 0.78
F -5.07 2.63 1.78
F -3.70 3.77 0.50
F -4.79 2.06 -0.33
C -1.69 1.39 -0.12
C -1.88 0.42 -1.14
C -1.16 0.61 -2.32
N -1.21 -0.13 -3.50
O -1.88 -1.08 -3.89
O -0.22 0.45 -4.35
N 0.40 1.52 -3.74
C -0.19 1.60 -2.50
C 0.04 2.54 -1.42
N 1.03 3.59 -1.47
O 1.85 3.66 -2.40
O 1.02 4.42 -0.53
C -0.74 2.41 -0.25
H -2.62 -0.38 -1.06
H -0.59 3.12 0.57
C 4.02 -3.38 2.36
C 3.26 -2.31 1.58
C 1.83 -2.70 1.23
C 1.06 -1.60 0.48
N -0.29 -1.97 0.12
H 5.03 -3.03 2.60
H 3.52 -3.62 3.31
H 4.12 -4.31 1.79
H 3.24 -1.39 2.17
H 3.81 -2.09 0.66
H 1.84 -3.60 0.59
H 1.28 -2.95 2.15
H 1.09 -0.66 1.07
H 1.58 -1.40 -0.47
H -0.79 -2.40 0.89
H -0.82 -1.20 -0.25

Calculated values
Frontier orbital gap = 6.58 eV
Highest occupied orbital energy = -9.47 eV
E_tot = -1794.9076 a.u.
Largest force on an atom = 3.23 eV/Å

=====

Entry 2:
A structure of composition C5H20IMgN10O5 in a non-equilibrium geometry. Source: OMol25; level of theory: wB97M-V/def2-TZVPD.

CARTESIAN COORDINATES (ANGSTROEM)
Mg 0.64 -0.23 0.61
I 1.76 -1.15 2.87
C -0.41 -3.21 0.36
O 0.11 -2.14 0.00
N -1.19 -3.32 1.41
N -0.29 -4.30 -0.41
H -1.24 -2.62 2.14
H -1.69 -4.18 1.56
H 0.27 -4.15 -1.24
H -0.60 -5.22 -0.15
C -2.32 0.33 1.43
O -1.09 0.04 1.51
N -3.21 -0.35 0.75
N -2.90 1.31 1.96
H -4.19 -0.09 0.76
H -2.88 -1.18 0.29
H -3.71 1.82 1.61
H -2.30 1.62 2.71
C 1.07 2.82 1.04
O 0.98 1.66 0.89
N 0.30 3.44 1.83
N 1.74 3.71 0.33
H -0.39 2.85 2.28
H 0.33 4.44 1.70
H 2.38 3.28 -0.32
H 1.73 4.68 0.61
C -1.07 0.87 -1.76
O -0.25 0.50 -0.97
N -1.89 0.11 -2.46
N -1.23 2.12 -1.93
H -2.50 0.49 -3.17
H -1.98 -0.87 -2.24
H -0.59 2.73 -1.44
H -1.97 2.45 -2.53
C 3.13 -0.82 -1.04
O 2.16 -0.28 -0.52
N 3.34 -0.90 -2.32
N 4.02 -1.48 -0.39
H 2.64 -0.41 -2.87
H 4.24 -1.18 -2.68
H 4.94 -1.58 -0.78
H 4.10 -1.64 0.61

Calculated values
Net charge = +1
Frontier orbital gap = 7.02 eV
Highest occupied orbital energy = -9.39 eV
E_tot = -1624.1858 a.u.
Largest force on an atom = 7.18 eV/Å

=====

Entry 3:
A cluster of 3 separate species, C28H60N2PS in total in a non-equilibrium geometry. Source: OMol25; level of theory: wB97M-V/def2-TZVPD.

CARTESIAN COORDINATES (ANGSTROEM)
S -0.15 -2.52 6.90
P -1.88 -3.07 6.35
N -2.29 -2.66 4.62
C -1.92 -3.75 3.64
C -2.18 -3.37 2.17
C -3.38 -2.44 1.90
C -3.10 -1.41 0.80
C -2.32 -0.21 1.36
C -3.11 0.70 2.30
C -2.27 1.76 3.03
C -0.99 1.21 3.67
C 0.23 1.26 2.75
C 1.35 0.33 3.20
C 2.65 0.65 2.48
C 3.54 -0.54 2.18
N 2.86 -1.53 1.36
C 2.57 -2.81 1.71
C 1.90 -3.42 0.67
C 1.77 -2.44 -0.36
C 2.38 -1.30 0.10
H -2.14 -4.44 6.27
H -2.96 -2.46 6.98
H -1.81 -1.79 4.38
H -3.29 -2.50 4.54
H -2.44 -4.66 3.94
H -0.85 -3.93 3.79
H -2.37 -4.31 1.65
H -1.27 -2.96 1.74
H -4.27 -3.01 1.64
H -3.63 -1.86 2.79
H -4.02 -1.10 0.32
H -2.48 -1.87 0.03
H -1.94 0.39 0.53
H -1.44 -0.61 1.87
H -3.64 0.10 3.05
H -3.89 1.19 1.72
H -2.91 2.18 3.81
H -2.01 2.57 2.36
H -1.15 0.18 4.01
H -0.75 1.78 4.57
H 0.60 2.28 2.69
H -0.05 0.92 1.76
H 1.49 0.39 4.28
H 1.03 -0.69 2.99
H 2.41 1.11 1.52
H 3.22 1.39 3.04
H 3.87 -1.03 3.09
H 4.43 -0.20 1.65
H 2.88 -3.21 2.66
H 1.58 -4.44 0.64
H 1.31 -2.57 -1.32
H 2.51 -0.34 -0.37
C -2.89 6.03 -2.36
C -1.79 5.14 -2.94
C -2.14 3.65 -2.91
C -2.36 3.08 -1.51
C -1.19 3.25 -0.55
C 0.08 2.55 -1.02
H -3.07 5.82 -1.31
H -2.62 7.09 -2.44
H -3.83 5.89 -2.90
H -0.86 5.32 -2.41
H -1.61 5.43 -3.98
H -1.35 3.09 -3.42
H -3.04 3.49 -3.50
H -2.59 2.01 -1.61
H -3.25 3.53 -1.07
H -1.48 2.84 0.42
H -0.99 4.31 -0.39
H -0.09 1.48 -1.15
H 0.88 2.67 -0.28
H 0.45 2.95 -1.96
C 5.22 -2.20 -4.84
C 3.74 -2.46 -4.59
C 2.82 -1.83 -5.64
C 2.91 -0.30 -5.73
C 2.62 0.43 -4.43
C 1.21 0.18 -3.89
H 5.46 -1.13 -4.80
H 5.84 -2.69 -4.08
H 5.52 -2.58 -5.81
H 3.47 -2.09 -3.59
H 3.56 -3.53 -4.57
H 1.79 -2.13 -5.43
H 3.07 -2.25 -6.62
H 2.20 0.03 -6.50
H 3.90 -0.01 -6.09
H 2.75 1.50 -4.60
H 3.36 0.15 -3.67
H 0.46 0.49 -4.61
H 1.05 0.74 -2.97
H 1.06 -0.88 -3.65

Calculated values
Net charge = +1
Frontier orbital gap = 7.17 eV
Highest occupied orbital energy = -10.45 eV
E_tot = -1951.6782 a.u.
Largest force on an atom = 1.22 eV/Å

=====

Entry 4:
An isolated molecule of C19H21ClN2O3S in a non-equilibrium geometry. Source: OMol25; level of theory: wB97M-V/def2-TZVPD.

CARTESIAN COORDINATES (ANGSTROEM)
C 3.87 -2.56 0.04
C 4.13 -1.06 -0.13
C 2.97 -0.22 0.37
S 1.68 -0.05 -0.90
O 2.32 0.24 -2.16
O 0.72 0.91 -0.41
N 1.02 -1.60 -0.99
C 0.72 -2.08 -2.33
C -0.79 -2.18 -2.63
C -1.59 -1.19 -1.83
C -2.65 -0.47 -2.36
C -3.38 0.39 -1.55
C -3.04 0.54 -0.20
N -3.80 1.41 0.59
C -3.42 2.20 1.63
O -4.24 2.81 2.28
C -1.94 2.34 1.85
C -1.17 2.99 0.89
C 0.17 3.22 1.11
C 0.76 2.81 2.30
C 0.01 2.16 3.26
C -1.34 1.93 3.03
Cl -2.28 1.09 4.22
C -1.99 -0.19 0.32
C -1.27 -1.04 -0.49
C -0.05 -1.79 -0.02
H 3.77 -2.81 1.09
H 4.70 -3.13 -0.37
H 2.96 -2.84 -0.48
H 5.04 -0.79 0.41
H 4.27 -0.83 -1.18
H 2.49 -0.64 1.25
H 3.26 0.81 0.57
H 1.18 -3.07 -2.45
H 1.20 -1.39 -3.02
H -0.96 -2.05 -3.70
H -1.14 -3.19 -2.36
H -2.92 -0.58 -3.40
H -4.20 0.95 -1.96
H -4.78 1.49 0.34
H -1.63 3.30 -0.03
H 0.76 3.72 0.36
H 1.81 2.99 2.47
H 0.45 1.82 4.18
H -1.73 -0.10 1.37
H -0.24 -2.86 0.07
H 0.29 -1.40 0.94

Calculated values
SMILES = CCCS(=O)(=O)N1CCc2ccc(NC(=O)c3ccccc3Cl)cc2C1
Frontier orbital gap = 9.07 eV
Highest occupied orbital energy = -8.52 eV
E_tot = -1930.2464 a.u.
Largest force on an atom = 1.12 eV/Å

=====

Entry 5:
The ion C3HBrNO3 with charge -1 in a non-equilibrium geometry. Source: OMol25; level of theory: wB97M-V/def2-TZVPD.

CARTESIAN COORDINATES (ANGSTROEM)
O 1.84 -1.38 0.02
C 1.30 -0.43 0.63
N -0.11 -0.19 0.32
O -0.50 0.97 1.02
C 0.61 1.50 1.73
O 0.48 2.55 2.32
C 1.70 0.67 1.43
Br 3.30 0.82 2.27
H -0.17 -0.21 -0.68

Calculated values
Net charge = -1
SMILES = O=c1[nH]oc([O-])c1Br
Frontier orbital gap = 7.44 eV
Highest occupied orbital energy = -3.97 eV
E_tot = -2969.4480 a.u.
Largest force on an atom = 2.71 eV/Å

=====

Entry 6:
A cluster of 2 separate species, CH4INOS in total in a non-equilibrium geometry. Source: OMol25; level of theory: wB97M-V/def2-TZVPD.

CARTESIAN COORDINATES (ANGSTROEM)
O -0.56 1.19 -0.04
C -1.75 0.64 0.10
S -2.11 -0.90 -0.16
H 0.19 0.66 -0.38
H -2.42 1.45 0.55
N 1.19 -0.66 -0.05
I 3.11 0.03 -0.28
H 1.30 -1.45 -0.67
H 1.06 -0.97 0.91

Calculated values
SMILES = OC=S.NI
Frontier orbital gap = 8.29 eV
Highest occupied orbital energy = -8.78 eV
E_tot = -866.3327 a.u.
Largest force on an atom = 2.07 eV/Å

=====

Entry 7:
The ion C11H14NO with charge -1 in a non-equilibrium geometry. Source: OMol25; level of theory: wB97M-V/def2-TZVPD.

CARTESIAN COORDINATES (ANGSTROEM)
C 1.48 1.67 -1.16
C 1.16 1.13 0.21
N -0.14 1.67 0.57
O -0.22 2.96 0.62
C -1.10 0.74 0.35
C -2.46 0.96 0.22
C -3.24 -0.06 -0.37
C -2.71 -1.33 -0.44
C -1.40 -1.57 -0.24
C -0.53 -0.60 0.11
C 0.94 -0.55 0.25
C 1.30 -0.92 1.76
C 1.85 -1.25 -0.76
H 0.89 1.19 -1.94
H 2.51 1.65 -1.53
H 1.08 2.66 -1.10
H 1.90 1.36 0.98
H -2.80 1.88 0.53
H -4.26 0.04 -0.41
H -3.35 -2.08 -0.83
H -1.10 -2.62 -0.35
H 2.32 -0.49 2.10
H 1.16 -1.96 1.94
H 0.36 -0.47 2.33
H 2.84 -0.84 -0.47
H 1.79 -0.89 -1.74
H 1.74 -2.29 -0.61

Calculated values
Net charge = -1
SMILES = C[C@H]1N([O-])c2ccccc2C1(C)C
Frontier orbital gap = 4.95 eV
Highest occupied orbital energy = -1.49 eV
E_tot = -557.4653 a.u.
Largest force on an atom = 3.98 eV/Å

=====

Entry 8:
A structure of composition C2H3N3O. Source: OMol25; level of theory: wB97M-V/def2-TZVPD.

CARTESIAN COORDINATES (ANGSTROEM)
O -1.55 0.60 -0.23
C -0.82 -1.02 -0.39
N -0.11 -1.22 0.80
N 0.84 -0.32 0.81
C 0.87 0.51 -0.23
N -0.17 0.16 -1.05
H -2.20 0.45 -0.94
H 1.51 -0.33 1.57
H 1.59 1.30 -0.37

Calculated values
Frontier orbital gap = 7.39 eV
Highest occupied orbital energy = -8.36 eV
E_tot = -317.2702 a.u.
Largest force on an atom = 0.31 eV/Å